No. 1
93
Properties=species:S:1:pos:R:3:mulliken_charge:R:1 method="wB97M-V/def2-TZVPD" e_lumo_ha=0.0156 fmax_ha_per_bohr=0.0414 charge=0 smiles="CN(C)B(O)[C@]1(CCN)OC(=O)O[C@H]1F.ClCCCl.ClCCCl.ClCCCl.ClCCCl.ClCCCl.ClCCCl.ClCCCl.ClCCCl" multiplicity=1
Cl 3.601 4.449 3.235 -0.142
Cl 2.594 0.317 -3.817 -0.167
Cl 2.152 -5.795 -3.128 -0.198
Cl -4.597 3.860 -6.853 -0.191
Cl 4.360 -2.118 2.636 -0.139
Cl 6.608 0.760 -4.072 -0.186
Cl 5.303 0.225 -7.177 -0.180
Cl 1.813 -3.025 -1.175 -0.057
Cl -0.510 0.488 -2.503 -0.061
Cl 0.590 3.452 4.461 -0.116
Cl 3.736 0.673 4.563 -0.154
Cl -2.277 4.512 -4.469 -0.107
Cl -3.982 1.889 -2.776 -0.111
Cl -4.108 -4.965 6.808 -0.206
Cl -6.035 0.705 -0.330 -0.141
Cl -4.220 -7.510 4.534 -0.198
F -2.143 -1.875 0.502 -0.353
O -1.315 -0.932 2.806 -0.539
O -0.362 -2.591 1.653 -0.306
O -1.401 -3.022 3.605 -0.506
O 1.145 -0.330 3.437 0.131
N -3.433 2.250 0.937 -0.578
N 1.930 0.516 1.299 0.569
C -4.637 5.177 -5.651 -0.388
C -1.298 0.932 1.156 -0.787
C 1.868 4.342 5.337 -0.533
C -0.648 -0.374 1.610 1.844
C 2.606 5.304 4.440 -0.446
C -2.825 0.905 0.925 -0.945
C 2.446 -5.677 -1.372 -0.520
C 6.188 -0.810 -4.804 -0.274
C -3.772 -4.858 5.056 -0.247
C -1.073 -2.253 2.793 0.379
C 3.527 -1.039 5.016 -0.310
C 6.434 -0.832 -6.290 -0.451
C 4.560 -1.948 4.402 -0.517
C -0.793 -1.598 0.734 0.275
C 1.059 0.030 -4.676 -0.483
C -6.503 1.207 -1.973 -0.420
C -3.262 5.711 -5.343 -0.516
C 1.501 -4.718 -0.700 -0.509
C 2.056 1.967 1.465 -0.423
C -0.042 0.923 -4.170 -0.647
C -4.636 -5.796 4.257 -0.382
C 2.011 0.092 -0.101 -0.319
C -5.441 0.890 -2.989 -0.631
B 0.888 -0.061 2.104 -1.209
H -7.412 0.665 -2.231 0.338
H -5.140 -0.153 -2.923 0.320
H 0.251 1.969 -4.168 0.282
H 5.571 -1.594 4.590 0.339
H -1.112 1.684 1.940 0.306
H -2.727 5.988 -6.248 0.318
H 1.627 -4.766 0.380 0.268
H -0.760 1.279 0.264 0.234
H 6.286 -1.843 -6.667 0.293
H -2.839 2.871 0.389 0.260
H 1.377 4.892 6.137 0.403
H -5.814 1.087 -3.993 0.388
H -3.970 -3.832 4.755 0.189
H 3.279 5.916 5.037 0.331
H -0.930 0.810 -4.791 0.330
H 3.606 -1.086 6.101 0.426
H 1.177 2.532 1.120 0.196
H 2.525 -1.332 4.716 0.061
H -5.114 4.789 -4.754 0.262
H 6.808 -1.563 -4.321 0.303
H 2.296 -0.961 -0.138 -0.215
H 0.682 0.235 4.071 0.205
H 0.804 -1.020 -4.556 0.309
H -0.310 -1.627 -0.240 0.167
H 2.835 0.636 -0.580 0.491
H -2.716 -5.060 4.906 0.246
H 1.117 0.246 -0.712 -0.162
H 0.464 -4.943 -0.939 0.359
H 2.927 2.316 0.897 0.365
H -6.724 2.271 -1.946 0.277
H -5.689 -5.671 4.498 0.329
H -4.490 -5.601 3.196 0.284
H -3.385 2.595 1.892 0.295
H 2.543 3.608 5.771 0.245
H -3.348 6.587 -4.702 0.298
H 1.917 5.954 3.906 0.298
H 4.450 -2.945 4.826 0.301
H 5.144 -1.011 -4.574 0.179
H 2.307 -6.674 -0.957 0.370
H 2.252 2.209 2.513 -0.264
H 7.444 -0.510 -6.530 0.322
H -5.254 5.972 -6.066 0.331
H 1.237 0.232 -5.731 0.393
H -3.275 0.326 1.736 0.435
H -3.066 0.450 -0.042 0.369
H 3.481 -5.377 -1.230 0.321

---

No. 2
95
Properties=species:S:1:pos:R:3:mulliken_spin:R:1 method="wB97M-V/def2-TZVPD" e_lumo_ha="-0.2031 / -0.3323" fmax_ha_per_bohr=0.1454 charge=+2 multiplicity=2
Cl -2.141 1.729 2.224 0.000
Cl 1.452 -4.319 1.096 0.000
S -0.220 1.045 -6.406 0.000
S 7.676 -0.910 0.702 -0.135
F 4.840 -0.975 0.672 0.000
F 1.052 3.141 -5.049 0.000
F 2.398 1.443 -5.474 0.000
F 5.747 0.868 -0.068 -0.001
F 5.791 0.501 2.117 -0.001
F 1.799 2.726 -7.143 0.000
O -1.376 1.924 -6.717 0.000
O 8.150 -0.205 -0.498 0.389
O 7.475 -2.336 0.536 0.297
O -0.442 0.152 -5.244 0.000
O -0.402 5.821 5.921 0.000
O 3.127 -4.105 -3.114 0.000
O -4.658 -2.453 4.314 0.000
O 0.139 0.282 -7.641 0.000
O 8.399 -0.583 1.955 0.461
N -3.952 2.232 -1.998 0.000
N 3.876 -5.013 -1.059 0.000
N 0.220 -1.304 -2.208 0.000
N 0.534 -0.410 -0.156 0.000
N -2.964 -1.197 3.180 0.000
N -5.857 1.491 -2.887 0.000
N 0.951 4.035 5.033 0.000
C 0.383 -2.241 -3.313 0.000
C -0.258 3.741 7.268 0.000
C -4.206 1.034 -1.410 0.000
C -2.032 -2.406 3.206 0.000
C -7.045 1.459 -3.681 0.000
C 0.395 3.756 3.684 0.000
C 0.024 4.678 6.046 0.000
C 1.006 -1.290 -1.106 0.000
C -3.859 -0.346 5.423 0.000
C 1.891 0.803 1.464 0.000
C -4.892 2.512 -2.961 0.000
C -5.492 0.527 -1.941 0.000
C 0.959 -0.363 1.253 0.000
C 3.311 -5.135 -2.456 0.000
C -1.728 3.011 -2.580 0.000
C -2.756 3.027 -1.563 0.000
C 4.925 -3.936 -0.889 -0.001
C 2.901 -6.536 -2.900 0.000
C 1.389 2.189 -5.996 0.000
C 5.871 -0.100 0.904 -0.008
C -0.569 0.144 -0.784 -0.001
C -0.758 -0.376 -1.994 0.001
C -3.934 -1.373 4.263 0.000
H 1.837 4.513 4.949 0.000
H 1.335 1.700 1.193 0.000
H 3.183 -4.903 -0.332 0.000
H -1.526 -0.216 -2.735 0.000
H -4.417 -0.468 6.351 0.000
H -4.117 0.622 4.994 0.000
H 4.267 -5.879 -0.717 0.000
H 1.038 -1.799 -4.063 0.000
H 0.923 2.922 3.223 0.000
H -0.783 3.514 -2.374 0.000
H -7.336 2.456 -4.011 0.000
H 1.767 -2.021 -0.875 0.000
H -2.858 -0.233 5.840 0.000
H 3.418 -7.256 -2.265 0.000
H -1.705 -2.660 4.214 0.000
H -1.521 2.101 -3.143 0.000
H -0.576 -2.572 -3.711 0.000
H -1.222 -2.272 2.489 0.000
H 0.781 -3.186 -2.942 0.000
H -0.904 4.290 7.952 0.000
H 1.278 3.172 5.443 0.000
H 0.023 -0.107 1.750 0.000
H -6.959 0.889 -4.606 0.000
H -2.097 3.708 -3.332 0.000
H 2.717 0.744 0.756 0.000
H 0.344 4.700 3.141 0.000
H -3.037 4.064 -1.380 0.000
H 0.691 3.652 7.796 0.000
H -0.616 3.446 3.949 0.000
H 4.388 -3.002 -0.727 0.001
H -1.118 0.946 -0.313 0.000
H 3.321 -6.734 -3.886 0.000
H 2.152 0.900 2.518 0.000
H 1.308 -1.362 1.518 0.000
H -2.289 2.612 -0.670 0.000
H 5.606 -3.944 -1.740 0.000
H -0.688 2.747 7.142 0.000
H -3.622 0.694 -0.568 0.000
H 1.846 -6.654 -2.654 0.000
H 5.378 -4.264 0.046 -0.001
H -7.802 0.904 -3.126 0.000
H -2.523 -3.337 2.925 0.000
H -3.461 -1.417 2.329 0.000
H -5.000 3.310 -3.680 0.000
H -6.054 -0.376 -1.753 0.000
H -2.512 -0.302 3.061 0.000

---

No. 3
82
Properties=species:S:1:pos:R:3:mulliken_charge:R:1 method="wB97M-V/def2-TZVPD" e_lumo_ha=0.0044 fmax_ha_per_bohr=0.0890 charge=0 smiles="CCCC[C@]1(CCC(F)(F)F)[C@@H](CCCCCCCOC)N[C@H](P(N)O)[C@@H](C(=O)[O-])[N@@+]1(CCC)[PH2]=O" multiplicity=1
P 2.028 -2.208 -3.025 -0.225
P 3.677 -0.360 1.857 0.484
F 4.039 4.842 -1.885 -0.274
F 3.801 4.755 0.291 -0.279
F 5.211 3.331 -0.722 -0.260
O 3.259 -3.351 -3.002 -0.379
O 4.673 -2.316 -0.482 -0.685
O 3.250 -3.525 0.661 -0.784
O 3.813 -1.398 2.906 -0.743
O -3.566 -4.130 -0.788 -0.394
N 1.708 0.327 -2.015 -0.064
N 2.119 -0.467 0.873 1.209
N 0.539 -3.023 -2.602 -0.563
C 1.191 -1.106 1.864 -1.575
C -4.240 -2.036 -1.964 -0.494
C -4.431 -2.988 -0.709 -0.494
C 1.153 1.852 1.542 -1.980
C -2.671 1.439 -1.147 -0.176
C -4.415 -0.523 -1.513 -1.123
C 2.482 -0.908 -1.699 -0.460
C -1.074 -1.376 3.009 -1.788
C -0.386 1.948 1.802 0.242
C -2.304 3.471 2.470 -1.140
C 1.711 0.936 0.379 0.993
C -3.109 -0.029 -0.737 0.476
C -0.748 3.448 2.185 -0.786
C 3.065 1.731 0.015 -1.433
C -0.323 -1.283 1.598 1.582
C -2.868 -4.309 0.456 0.025
C 2.807 2.985 -0.935 -0.823
C -1.400 1.358 -2.079 -1.202
C 4.015 3.978 -0.834 0.878
C -0.063 1.921 -1.422 -0.403
C 2.339 -1.463 -0.235 0.759
C 0.806 0.727 -0.873 0.349
C 3.538 -2.472 -0.015 0.151
H 3.486 2.244 0.920 0.732
H 1.908 3.533 -0.555 0.103
H -4.674 0.145 -2.368 0.445
H -2.613 2.468 2.868 0.262
H 1.524 2.908 1.437 0.806
H -1.194 -2.447 3.299 0.427
H -3.213 -2.241 -2.353 0.249
H -2.314 -0.788 -0.977 -0.260
H -4.252 -2.356 0.197 0.307
H -0.163 -2.298 -2.437 0.216
H -1.225 0.325 -2.466 0.492
H -3.349 -0.101 0.353 0.230
H -4.976 -2.290 -2.765 0.392
H -5.313 -0.535 -0.836 0.307
H 2.626 2.656 -1.983 0.244
H -2.341 -3.345 0.677 -0.303
H 3.684 0.880 2.581 0.110
H -0.235 2.772 -0.725 0.150
H 1.449 -2.148 -0.285 -0.515
H 3.189 -3.925 -3.783 0.360
H 3.559 -0.662 -1.923 0.543
H -2.620 4.308 3.132 0.397
H -0.198 3.728 3.126 0.438
H 0.081 -0.136 -0.822 -0.225
H 1.578 -2.160 1.996 0.680
H -3.582 -4.484 1.307 0.324
H -3.505 1.836 -1.789 0.640
H 3.803 1.112 -0.539 0.600
H -1.073 1.557 1.023 -0.829
H 1.618 1.514 2.509 0.265
H -2.144 -5.152 0.405 0.302
H -2.089 -0.906 2.893 0.269
H 1.344 -0.636 2.873 0.651
H -0.504 -2.287 1.125 0.350
H -1.580 2.000 -2.983 0.510
H 1.038 0.068 -2.756 0.605
H -0.617 1.367 2.739 0.511
H 4.796 -0.247 0.974 0.164
H -0.560 -0.796 3.810 0.449
H 0.698 -3.610 -1.774 0.389
H -0.885 -0.543 1.000 -1.385
H -5.480 -3.377 -0.641 0.305
H -0.426 4.175 1.400 0.364
H -2.805 3.597 1.475 0.207
H 0.508 2.358 -2.288 0.561
H -2.582 2.145 -0.292 -0.459

---

No. 4
89
Properties=species:S:1:pos:R:3:mulliken_charge:R:1 method="wB97M-V/def2-TZVPD" e_lumo_ha=0.0682 fmax_ha_per_bohr=0.1841 charge=-2 multiplicity=1
I -5.344 -2.390 -3.982 -0.509
S 5.644 1.301 -1.200 -0.190
S -2.648 -3.487 -0.875 -0.045
S -5.466 -3.859 -1.101 -0.184
P 6.461 -5.997 -0.051 0.787
P -3.796 -0.346 2.501 0.844
O 7.786 -5.252 0.179 -0.549
O -4.733 1.065 2.995 -0.297
O 3.698 2.426 3.129 -0.380
O 6.354 -6.408 -1.529 -0.556
O 6.714 -2.621 -1.489 -0.461
O 5.285 -5.076 0.311 -0.371
O 6.419 -7.253 0.835 -0.619
O -2.047 -0.074 2.634 -0.499
O 4.487 -1.578 -1.858 -0.364
O 1.614 -3.564 -0.300 -0.257
O -0.184 -2.355 0.910 -0.530
N -4.130 -1.506 3.621 -0.949
N -3.216 -0.765 -0.323 0.869
N -2.514 -1.498 -2.673 -0.521
C 3.932 -2.562 -0.914 0.401
C -3.051 0.594 -0.911 -0.993
C -6.006 -1.016 -1.287 -0.600
C 4.165 1.204 2.451 -0.457
C 0.199 -3.099 -0.132 0.599
C -3.306 1.905 -0.008 0.539
C 4.312 -2.276 0.668 -0.589
C 6.681 -0.025 -2.027 -0.516
C 1.729 4.215 1.469 -0.253
C -4.286 -0.962 0.716 -0.229
C 1.587 3.797 3.078 -0.747
C 5.972 -1.517 -1.759 0.464
C -4.946 -2.154 -1.798 0.178
C 2.271 -2.507 -1.092 -0.420
C 0.167 5.003 -0.549 -0.624
C -1.411 5.072 -1.030 -0.732
C -3.355 -1.804 -1.464 -1.215
C -0.842 -3.645 -1.322 -0.535
C -3.312 3.219 -1.042 -1.013
C 2.243 2.311 3.319 -0.300
C 0.277 3.976 0.725 -0.234
C -1.817 3.594 -1.612 -0.326
C -5.782 -0.481 0.247 -0.800
H -4.312 1.968 0.582 -0.013
H -3.863 4.113 -0.526 0.417
H -5.870 -0.079 -2.005 0.193
H -1.929 0.671 -1.314 0.131
H 2.097 4.634 3.729 0.292
H 3.594 0.222 2.786 0.301
H -1.577 5.904 -1.860 0.285
H 4.051 1.267 1.277 0.046
H 6.222 1.517 0.066 0.137
H 0.314 2.878 0.284 0.010
H -4.119 1.847 2.781 0.308
H -2.119 5.362 -0.138 0.323
H 2.112 5.311 1.323 0.363
H -2.890 -0.759 -3.296 0.268
H -3.780 0.664 -1.854 0.232
H -0.613 -4.815 -1.390 0.402
H -4.560 -2.338 3.148 0.259
H 1.830 -1.476 -0.683 0.206
H 7.799 -0.020 -1.642 0.305
H -3.969 2.870 -1.976 0.325
H 2.073 -2.633 -2.254 0.168
H 5.298 1.032 2.727 0.320
H 2.537 3.496 1.023 0.036
H 1.947 1.992 4.429 0.217
H -6.550 -1.096 0.923 0.427
H 0.465 6.105 -0.250 0.353
H -2.446 2.130 0.789 -0.010
H -0.530 -3.201 -2.358 0.281
H 0.453 3.747 3.431 0.341
H 0.776 4.597 -1.486 0.226
H 4.267 -3.656 -1.165 0.196
H -6.552 -4.219 -1.960 0.073
H -2.293 -1.026 0.140 0.383
H -1.916 3.713 -2.792 0.383
H 6.598 0.163 -3.194 0.263
H 5.456 -2.460 0.879 0.339
H -2.348 -2.342 -3.283 0.348
H 4.009 -1.163 0.972 -0.138
H 3.693 -3.035 1.319 0.343
H -1.693 -0.997 2.879 0.294
H 1.744 1.589 2.531 0.215
H -1.012 2.755 -1.443 0.167
H -7.139 -1.362 -1.427 0.326
H -0.629 4.011 1.467 0.200
H -6.031 0.645 0.428 0.225
H -4.404 -2.133 0.926 0.418

---

No. 5
91
Properties=species:S:1:pos:R:3:mulliken_charge:R:1 method="wB97M-V/def2-TZVPD" e_lumo_ha=-0.1048 fmax_ha_per_bohr=0.0354 charge=+1 multiplicity=1
Mg -1.628 -0.235 1.487 0.983
O 3.004 2.514 -4.338 -0.401
O -2.767 -0.390 -0.175 -0.387
O 0.371 0.586 5.091 -0.372
O 1.415 0.970 -0.943 -0.497
O 1.649 -0.442 3.735 -0.426
O -0.113 0.513 0.478 0.146
O -2.419 1.636 1.909 -0.234
O 0.807 2.460 0.506 -0.587
O 0.467 -2.849 -4.678 -0.559
O -2.478 3.683 2.805 -0.406
O -1.068 -2.141 1.052 0.312
O -4.126 2.366 3.175 -0.401
O -2.039 -3.451 -0.391 0.067
O -0.506 -0.150 3.156 -0.034
O -0.601 -4.282 -3.294 -0.212
O -2.679 -0.215 -2.400 -0.370
O 0.578 -2.714 -2.420 -0.036
O 3.926 3.069 4.048 -0.472
O -1.224 -4.370 1.435 -0.393
O -4.446 -1.050 -1.524 -0.396
N 0.736 1.344 0.008 0.436
C -2.952 2.490 2.607 0.566
C -4.724 1.087 3.161 -0.516
C 4.571 1.387 2.566 0.054
C -1.133 3.942 2.374 -0.426
C 2.095 2.408 -6.552 -0.627
C 1.000 2.254 -5.506 -0.321
C 0.194 -3.255 -3.589 0.674
C 1.974 -1.186 2.552 -0.365
C 3.386 2.369 -5.717 -0.401
C -1.060 -5.127 -4.343 -0.771
C 1.634 2.876 -4.283 -0.193
C 1.717 -1.870 -2.409 -0.733
C -1.417 -3.268 0.739 0.242
C 4.991 2.145 3.815 -0.570
C 0.434 -0.024 3.932 0.844
C -5.219 -1.476 -0.387 -0.569
C -2.591 -4.713 -0.812 -0.824
C -3.262 -0.525 -1.284 0.630
C -0.880 1.134 5.519 -0.577
C -1.355 0.363 -2.335 -0.358
C 3.950 2.493 1.743 -0.328
C -0.553 -4.266 2.686 -0.667
C 3.222 3.321 2.825 0.141
H 3.297 4.380 2.591 0.353
H 2.210 -0.521 1.728 0.223
H 2.208 2.918 2.889 -0.245
H -5.684 -0.595 0.048 0.295
H -2.900 -4.530 -1.837 0.159
H -1.192 0.919 -3.252 0.200
H -4.739 0.640 2.162 0.066
H 0.112 2.822 -5.799 0.338
H -1.067 3.981 1.285 0.312
H 2.103 1.560 -7.236 0.293
H 3.851 1.384 -5.770 0.277
H -0.423 3.194 2.718 0.033
H 1.171 -1.877 2.300 -0.251
H 2.013 3.333 -7.117 0.296
H 1.212 2.639 -3.306 0.008
H 1.892 -1.616 -1.370 0.089
H 1.622 3.978 -4.340 0.311
H -0.821 -3.350 3.212 0.205
H 2.640 -2.321 -2.789 0.378
H -0.627 -0.410 -2.127 0.248
H -3.425 -4.989 -0.175 0.398
H -0.871 4.935 2.725 0.307
H 0.693 1.221 -5.339 0.178
H 5.416 0.943 2.033 0.414
H -0.306 -5.883 -4.545 0.306
H -1.040 0.869 6.557 0.359
H 5.158 1.524 4.692 0.337
H 5.899 2.730 3.619 0.309
H -5.748 1.181 3.501 0.329
H -0.783 2.220 5.451 0.283
H 1.596 -0.956 -2.991 0.320
H 4.765 3.094 1.335 0.344
H 3.913 0.557 2.833 -0.271
H -0.902 -5.089 3.310 0.327
H -5.946 -2.181 -0.769 0.270
H -1.966 -5.603 -3.976 0.222
H 2.823 -1.819 2.798 0.505
H 4.083 3.171 -5.957 0.256
H -1.314 1.129 -1.556 0.093
H -1.711 0.824 4.893 0.087
H 0.524 -4.374 2.588 0.288
H -1.829 -5.486 -0.896 0.338
H -1.318 -4.549 -5.228 0.374
H -4.178 0.387 3.803 0.269
H -4.571 -1.975 0.332 0.143
H 3.277 2.183 0.947 -0.042